{
  "formula": "C23H18N9S9Sc",
  "method": "ωB97M-V with the def2-TZVPD basis set",
  "species": ["Sc", "C", "S", "C", "S", "N", "N", "C", "C", "C", "C", "C", "C", "N", "H", "H", "H", "H", "H", "H", "H", "H", "N", "C", "N", "C", "C", "S", "C", "C", "S", "C", "N", "N", "H", "H", "H", "H", "H", "H", "S", "C", "S", "C", "C", "S", "S", "S", "N", "C", "C", "C", "C", "N", "C", "C", "H", "H", "H", "H"],
  "positions_angstrom": [[0.12, -0.07, 0.35], [-5.06, -0.23, -1.92], [-3.70, -1.00, -2.80], [-2.42, -1.09, -1.59], [-2.63, -0.57, 0.03], [-1.34, -1.58, -2.15], [-0.28, -1.65, -1.26], [0.71, -2.33, -1.66], [1.85, -2.53, -0.76], [3.02, -3.12, -1.19], [4.03, -3.34, -0.26], [3.81, -3.00, 1.06], [2.61, -2.38, 1.40], [1.65, -2.14, 0.51], [-5.80, 0.02, -2.68], [-4.73, 0.69, -1.42], [-5.49, -0.90, -1.18], [0.69, -2.79, -2.64], [3.14, -3.38, -2.23], [4.97, -3.78, -0.57], [4.56, -3.17, 1.81], [2.42, -2.04, 2.41], [0.42, 3.51, 0.74], [-0.20, 2.91, 1.78], [-0.56, 1.65, 1.78], [-1.09, 1.27, 3.01], [-1.20, 2.26, 3.91], [-0.59, 3.73, 3.25], [-1.37, -0.16, 3.19], [-2.17, -0.71, 4.12], [-2.18, -2.43, 3.92], [-1.12, -2.28, 2.57], [-0.76, -1.05, 2.30], [-0.72, -3.36, 1.87], [0.96, 2.88, 0.15], [0.88, 4.38, 0.93], [-1.55, 2.20, 4.93], [-2.77, -0.22, 4.87], [-1.28, -4.19, 1.89], [-0.15, -3.18, 1.06], [7.61, -0.42, 0.24], [6.00, -0.08, 0.29], [5.03, 0.19, -1.11], [3.50, 0.48, -0.31], [3.54, 0.47, 1.03], [2.13, 0.69, 2.04], [5.11, 0.21, 1.74], [2.06, 0.79, -1.26], [-3.40, 4.46, -5.06], [-2.86, 3.83, -4.26], [-2.18, 3.04, -3.26], [-1.23, 2.10, -3.62], [-0.62, 1.37, -2.62], [-0.91, 1.51, -1.33], [-1.84, 2.40, -0.99], [-2.49, 3.20, -1.91], [-0.97, 1.94, -4.66], [0.13, 0.62, -2.88], [-2.09, 2.46, 0.06], [-3.24, 3.91, -1.59]],
  "orbital_gap_ha": 0.2133,
  "spin_multiplicity": 1,
  "de_lowest_kcal_mol": 3.08,
  "total_charge": 0,
  "e_tot_ev": -155776.9595,
  "lumo_ev": -0.936
}